# 1
{
  "formula": "C2H5NS2",
  "method": "the ωB97M-V functional and the def2-TZVPD basis",
  "lumo_ev": 0.249,
  "homo_lumo_gap_ha": 0.331,
  "de_lowest_kcal_mol": 58.3,
  "charge": 0,
  "homo_energy_ev": -8.8,
  "species": ["C", "S", "N", "C", "S", "H", "H", "H", "H", "H"],
  "xyz": [[1.6588, 0.3954, -0.0949], [0.8124, -1.0664, -0.1882], [-0.6755, -0.5630, 0.4493], [-1.7673, -0.3707, -0.3872], [-3.4483, -0.3047, -0.0748], [1.4622, 0.8842, 0.8605], [1.3148, 1.4031, -0.7956], [2.8285, 0.4508, 0.0096], [-1.0284, -0.5791, 1.4521], [-1.1575, -0.2496, -1.2307]]
}

---

# 2
{
  "formula": "C28H36N2O17P",
  "method": "the ωB97M-V functional and the def2-TZVPD basis",
  "lumo_ev": -3.913,
  "homo_lumo_gap_ha": 0.268,
  "de_lowest_kcal_mol": 0.0,
  "charge": 1,
  "homo_energy_ev": -11.2,
  "species": ["C", "C", "C", "C", "O", "N", "C", "C", "C", "O", "C", "C", "C", "N", "O", "P", "O", "O", "H", "H", "H", "H", "H", "H", "H", "H", "H", "H", "H", "H", "H", "H", "H", "H", "H", "H", "H", "H", "H", "H", "H", "H", "C", "C", "C", "O", "C", "C", "C", "O", "O", "O", "H", "H", "H", "H", "C", "C", "C", "O", "C", "C", "C", "O", "O", "O", "H", "H", "H", "H", "C", "C", "C", "O", "C", "C", "C", "O", "O", "O", "H", "H", "H", "H"],
  "xyz": [[6.8670, -2.4561, -0.3002], [5.7017, -3.4778, -0.7670], [4.3048, -2.6914, -0.6682], [3.0123, -3.6890, -0.6124], [2.2932, -3.6282, -1.8675], [1.1018, -2.9418, -1.8343], [1.1193, -1.6054, -1.1632], [-0.1096, -0.6284, -1.5007], [0.3842, 0.6442, -2.3942], [-0.7042, 1.4551, -2.8669], [0.0051, -3.8894, -1.4607], [-0.7167, -3.7233, -0.0643], [-0.0589, -4.5938, 1.1425], [0.3668, -3.8377, 2.3360], [0.1090, -5.8414, 1.0500], [0.7941, -2.5586, -3.6163], [0.6104, -4.0498, -4.4747], [2.2884, -1.9237, -4.1943], [7.8494, -3.0519, -0.2502], [7.0209, -1.6056, -1.0540], [6.6071, -2.0722, 0.7471], [5.6312, -4.4098, -0.1156], [5.8866, -3.7629, -1.8652], [4.1825, -2.1285, -1.6729], [4.2739, -1.8862, 0.1400], [3.4790, -4.7451, -0.5529], [2.4002, -3.5743, 0.3381], [2.0792, -1.0468, -1.4829], [1.1853, -1.6535, -0.0123], [-0.4590, -0.1519, -0.5063], [-1.0347, -1.1384, -1.9313], [1.0495, 0.2822, -3.2700], [1.1106, 1.2166, -1.7017], [-1.0369, 1.0314, -3.6929], [-0.8114, -3.8871, -2.2803], [0.4469, -4.9555, -1.5032], [-1.7706, -4.1856, -0.1824], [-0.9002, -2.6669, 0.3158], [-0.3258, -4.0551, 3.0775], [0.2702, -2.8397, 2.0949], [-0.3741, -4.1456, -4.5393], [2.8578, -2.6731, -4.5114], [-1.9378, 4.4237, -2.0589], [-2.9542, 4.6622, -2.8900], [-3.4092, 6.0519, -3.1819], [-4.3283, 6.2326, -3.9605], [-2.7224, 7.1566, -2.5044], [-1.7079, 6.9166, -1.6704], [-1.2368, 5.5290, -1.4012], [-0.2938, 5.3480, -0.6466], [-1.0623, 7.9306, -1.0326], [-3.6170, 3.6458, -3.5067], [-1.5962, 3.4209, -1.8403], [-3.0731, 8.1588, -2.7106], [-0.3716, 7.5003, -0.4914], [-4.3034, 4.0776, -4.0527], [-5.4674, -3.8188, 1.4334], [-4.1875, -3.7341, 1.7972], [-3.6956, -2.6249, 2.6622], [-2.5175, -2.5930, 2.9886], [-4.6568, -1.6042, 3.0851], [-5.9394, -1.6850, 2.7193], [-6.4370, -2.8097, 1.8763], [-7.6147, -2.8620, 1.5767], [-6.8414, -0.7451, 3.1015], [-3.2711, -4.6608, 1.3937], [-5.8368, -4.6205, 0.8076], [-4.2829, -0.7951, 3.6980], [-7.6930, -1.0280, 2.7132], [-2.4267, -4.3770, 1.7906], [2.9325, 5.5361, 3.0708], [2.8897, 5.0861, 4.3267], [1.8533, 4.1097, 4.7673], [1.8563, 3.7060, 5.9171], [0.8565, 3.6738, 3.7840], [0.8951, 4.1256, 2.5277], [1.9507, 5.0825, 2.0802], [1.9710, 5.4613, 0.9236], [-0.0309, 3.7262, 1.6086], [3.7922, 5.4998, 5.2566], [3.6811, 6.2428, 2.7383], [0.0996, 2.9789, 4.1221], [0.1982, 4.1849, 0.7697], [3.5504, 5.0320, 6.0797]]
}

---

# 3
{
  "formula": "C31H33F5N5O9",
  "method": "the ωB97M-V functional and the def2-TZVPD basis",
  "lumo_ev": -5.882,
  "homo_lumo_gap_ha": 0.203,
  "charge": 1,
  "homo_energy_ev": -11.4,
  "species": ["C", "C", "O", "C", "C", "O", "C", "C", "O", "C", "C", "C", "C", "C", "N", "N", "C", "F", "F", "C", "F", "F", "F", "H", "H", "H", "H", "H", "H", "H", "H", "H", "H", "H", "H", "H", "H", "H", "H", "H", "H", "C", "C", "C", "C", "C", "C", "N", "O", "O", "H", "H", "H", "H", "H", "C", "C", "C", "C", "C", "C", "N", "O", "O", "H", "H", "H", "H", "H", "C", "C", "C", "C", "C", "C", "N", "O", "O", "H", "H", "H", "H", "H"],
  "xyz": [[3.1660, -5.0287, 1.2209], [3.1243, -3.4761, 0.6962], [4.4548, -2.8712, 0.4983], [4.6582, -2.4583, -0.9147], [3.7171, -1.1987, -1.3804], [4.2473, 0.1304, -1.0208], [3.2557, 0.9282, -0.2835], [2.1485, 1.6476, -1.2909], [0.7837, 1.5328, -0.7545], [0.0830, 0.3379, -1.3330], [-0.8178, -0.4559, -0.2218], [-1.1072, 0.3937, 1.1915], [-2.0313, -0.3970, 2.3404], [-2.5332, -1.9143, 1.8441], [-2.2243, -2.5290, 0.5266], [-1.4365, -1.8235, -0.3338], [-1.1308, -2.5676, -1.6565], [-1.7011, -3.9656, -1.5700], [0.3356, -2.7755, -1.8654], [-1.8932, -1.8844, -2.9565], [-0.9286, -1.2131, -3.9047], [-2.9719, -0.9336, -2.5773], [-2.5488, -2.9593, -3.7815], [2.0520, -5.4480, 1.1366], [3.4834, -5.1394, 2.3488], [3.8151, -5.6802, 0.4867], [2.5816, -2.8348, 1.5296], [2.4982, -3.4753, -0.3156], [5.8127, -2.2961, -1.1273], [4.3321, -3.3858, -1.5825], [2.6373, -1.2680, -0.9354], [3.6495, -1.2293, -2.5568], [3.8697, 1.7909, 0.2665], [2.7374, 0.3042, 0.5777], [2.4197, 2.8096, -1.2617], [2.2650, 1.3283, -2.4173], [0.9194, -0.2909, -1.8527], [-0.6547, 0.7987, -2.1498], [-0.7118, 1.4778, 1.3867], [-2.2984, 0.0572, 3.3851], [-3.1937, -2.5124, 2.6377], [-2.5483, 6.2150, -0.3096], [-1.6503, 6.7619, 0.6084], [-0.2922, 6.4471, 0.5315], [0.1584, 5.5832, -0.4762], [-0.7420, 5.0267, -1.3943], [-2.0983, 5.3467, -1.3056], [1.5885, 5.2685, -0.5780], [2.3506, 5.7656, 0.2645], [1.9524, 4.5277, -1.5025], [-3.6054, 6.4679, -0.2490], [-2.0088, 7.4367, 1.3828], [0.3949, 6.8816, 1.2543], [-0.4067, 4.3510, -2.1783], [-2.8047, 4.9222, -2.0155], [5.3922, -2.9118, 7.5155], [4.1274, -3.4122, 7.8287], [3.0987, -3.3538, 6.8865], [3.3500, -2.7937, 5.6264], [4.6167, -2.2836, 5.3120], [5.6368, -2.3451, 6.2635], [2.2798, -2.7525, 4.6227], [1.1679, -3.1966, 4.9456], [2.5502, -2.2802, 3.5093], [6.1927, -2.9647, 8.2514], [3.9441, -3.8511, 8.8071], [2.1186, -3.7482, 7.1460], [4.8242, -1.8418, 4.3397], [6.6244, -1.9545, 6.0280], [-6.7873, -0.6590, -4.5806], [-7.8399, 0.2113, -4.8683], [-7.6412, 1.5922, -4.8130], [-6.3773, 2.0929, -4.4716], [-5.3209, 1.2215, -4.1749], [-5.5324, -0.1576, -4.2306], [-6.1553, 3.5434, -4.4366], [-7.1198, 4.2815, -4.6869], [-5.0157, 3.9468, -4.1632], [-6.9455, -1.7350, -4.6305], [-8.8154, -0.1871, -5.1388], [-8.4716, 2.2572, -5.0400], [-4.3362, 1.5965, -3.9036], [-4.7179, -0.8423, -4.0050]]
}

---

# 4
{
  "formula": "C10H6BCrF4N2S",
  "method": "the ωB97M-V functional and the def2-TZVPD basis",
  "multiplicity": 5,
  "lumo_ev": [2.507, 2.505],
  "homo_lumo_gap_ha": [0.287, 0.301],
  "de_lowest_kcal_mol": 0.0,
  "charge": -1,
  "homo_energy_ev": [-5.3, -5.7],
  "species": ["Cr", "S", "C", "C", "C", "C", "C", "C", "C", "C", "C", "N", "H", "H", "H", "H", "H", "H", "F", "B", "F", "F", "F", "N", "C"],
  "xyz": [[-0.6166, -0.2673, -1.4867], [2.3644, 2.5731, 0.3935], [1.9939, 3.2627, -1.1327], [1.0956, 2.5166, -1.8353], [0.6605, 1.3343, -1.1544], [1.2793, 1.2576, 0.0644], [0.9973, 0.1562, 0.9761], [1.5794, -0.0236, 2.2288], [1.2223, -1.1203, 2.9883], [0.2914, -2.0226, 2.4924], [-0.2518, -1.7778, 1.2427], [0.0877, -0.7245, 0.5035], [2.4700, 4.1851, -1.4294], [0.7587, 2.7909, -2.8258], [2.3010, 0.6987, 2.5869], [1.6664, -1.2717, 3.9645], [-0.0173, -2.8876, 3.0610], [-0.9965, -2.4344, 0.8159], [-3.4816, 0.0635, -1.3220], [-3.2651, -1.1076, -0.6052], [-4.3078, -2.0050, -0.6728], [-2.0806, -1.7411, -1.2572], [-2.9109, -0.8177, 0.7091], [-0.3350, -0.3461, -4.7251], [-0.5049, -0.2914, -3.5804]]
}

---

# 5
{
  "formula": "C2HFO2",
  "method": "the ωB97M-V functional and the def2-TZVPD basis",
  "multiplicity": 3,
  "lumo_ev": [0.527, -0.720],
  "homo_lumo_gap_ha": [0.333, 0.455],
  "de_lowest_kcal_mol": 0.0,
  "charge": 0,
  "homo_energy_ev": [-8.5, -13.1],
  "species": ["C", "C", "O", "O", "F", "H"],
  "xyz": [[-1.7608, 0.4559, 0.7709], [2.0284, -0.1747, -0.6055], [-1.3473, 1.2328, 0.0524], [-2.1734, -0.3670, 1.4628], [1.5021, -0.1143, -1.7662], [1.7509, -1.0326, 0.0856]]
}

---

# 6
{
  "formula": "C5H7ClN4S",
  "method": "the ωB97M-V functional and the def2-TZVPD basis",
  "lumo_ev": -1.191,
  "homo_lumo_gap_ha": 0.292,
  "de_lowest_kcal_mol": 149.2,
  "charge": 0,
  "homo_energy_ev": -9.1,
  "species": ["S", "C", "C", "C", "C", "N", "N", "C", "Cl", "N", "N", "H", "H", "H", "H", "H", "H", "H"],
  "xyz": [[-0.7775, 1.4728, 2.5124], [-1.6015, 1.4511, 0.8314], [-1.8327, -0.0294, 0.1761], [-0.6858, -1.1444, 0.5091], [0.7313, -0.9267, -0.3628], [0.7602, -1.6196, -1.6164], [1.8470, -1.4158, -2.3142], [2.7841, -0.5430, -1.6789], [4.3321, -0.1951, -2.7186], [2.7807, 0.1168, -0.4107], [1.6926, -0.0863, 0.2862], [0.0685, 2.6270, 2.4757], [-2.6879, 1.9192, 0.9935], [-1.0808, 2.1846, 0.0455], [-2.9155, -0.4700, 0.4147], [-1.8341, 0.1245, -1.0077], [-0.4357, -1.2643, 1.6681], [-1.1450, -2.2014, 0.1968]]
}

---

# 7
{
  "formula": "C2H6BrCaO",
  "method": "the ωB97M-V functional and the def2-TZVPD basis",
  "lumo_ev": -6.663,
  "homo_lumo_gap_ha": 0.226,
  "charge": 1,
  "homo_energy_ev": -12.8,
  "species": ["Ca", "Br", "C", "C", "O", "H", "H", "H", "H", "H", "H"],
  "xyz": [[16.1979, 18.4843, -10.1873], [18.9788, 18.2288, -10.6050], [18.6649, 12.9892, -8.7846], [19.3182, 14.2578, -9.3501], [18.3490, 14.9047, -10.1883], [17.6791, 13.2476, -8.3953], [19.3293, 12.4813, -8.0924], [18.4486, 12.3077, -9.6131], [20.1518, 13.9336, -9.9742], [19.5966, 14.9012, -8.5157], [18.6831, 15.7924, -10.3781]]
}

---

# 8
{
  "formula": "C5H4N2O",
  "method": "the ωB97M-V functional and the def2-TZVPD basis",
  "lumo_ev": 0.163,
  "homo_lumo_gap_ha": 0.310,
  "de_lowest_kcal_mol": 83.1,
  "charge": 0,
  "homo_energy_ev": -8.3,
  "species": ["C", "C", "C", "C", "C", "H", "H", "H", "H", "N", "N", "O"],
  "xyz": [[2.2900, 0.1440, 0.1008], [0.2937, 0.6917, -0.3578], [-0.9268, 1.0824, -0.1940], [-0.9462, -1.1235, 0.0089], [0.3916, -0.7678, -0.2230], [3.2002, -0.0934, 0.2144], [-1.4212, 2.1211, -0.1791], [-2.8260, -0.0973, 0.7331], [-1.5469, -2.0746, -0.0294], [1.5483, 1.2111, 0.0823], [-1.7363, 0.0169, 0.0038], [1.6795, -1.1106, -0.1600]]
}

---

> What is the charge in the sixth record?

0

---

> charge of number 3 (C31H33F5N5O9)?

+1

---

> Look up the charge of the fourth one.

-1